No. 1
Formula: C8H9N3OS
Source: the OMol25 dataset
Level of theory: ωB97M-V/def2-TZVPD

Each line ends with the natural charge from an NBO analysis.
Atoms and positions in Å:
C  -3.353  0.511  0.301  -0.25
C  -2.551  1.014  1.386  -0.19
C  -2.682  0.607  -0.931  -0.19
C  -1.331  1.614  1.209  -0.25
C  -1.355  1.048  -1.075  -0.26
C  -0.631  1.469  -0.001  0.18
C  2.101  -1.220  -0.110  0.46
C  2.279  -2.692  0.023  -0.69
N  1.879  -0.552  0.991  -0.76
N  2.048  -0.360  -1.153  -0.83
N  0.750  1.635  -0.117  -0.89
O  3.263  1.450  0.100  -0.88
S  1.977  0.862  0.166  2.29
H  -4.325  0.015  0.259  0.23
H  -2.957  0.944  2.447  0.22
H  -3.307  0.243  -1.759  0.21
H  -0.658  2.003  1.985  0.22
H  -0.919  1.242  -2.041  0.22
H  2.539  -3.255  -0.927  0.23
H  1.417  -3.214  0.578  0.27
H  3.188  -2.929  0.599  0.26
H  2.629  -0.435  -1.931  0.40

Atoms 1-3, force components in eV/Å:
C 2.992 0.676 -0.419
C -2.849 -0.379 1.410
C -1.140 -0.361 0.156

Properties
HOMO: -8.6 eV
Orbital gap: 9.2 eV
Energy above the lowest of the compared OMol25 structures with the same formula, charge and spin: 378.4 kJ/mol
LUMO: 0.64 eV

=====

No. 2
Formula: C36H40OP2V
Source: the OMol25 dataset
Level of theory: ωB97M-V/def2-TZVPD

Each line ends with the Mulliken spin population.
Atoms and positions in Å:
V  0.847  -1.427  -5.173  2.94
C  -2.105  0.287  -0.508  0.00
C  -2.526  0.285  -1.775  0.01
C  -3.072  1.502  -2.475  0.00
C  -2.014  2.253  -3.317  0.03
C  -0.751  2.628  -2.591  0.00
C  -0.636  2.762  -1.269  0.00
C  -1.725  2.864  -0.199  0.00
C  -2.019  1.463  0.423  0.00
C  2.844  -0.567  -5.458  -0.05
H  -1.942  -0.660  0.018  0.00
H  -2.637  -0.656  -2.315  -0.01
H  -3.498  2.157  -1.689  0.00
H  -3.859  1.174  -3.175  0.00
H  -1.753  1.674  -4.209  0.02
H  -2.459  3.150  -3.762  0.00
H  0.061  3.036  -3.244  0.00
H  0.357  2.828  -0.786  0.00
H  -2.635  3.375  -0.555  0.00
H  -1.362  3.518  0.626  0.00
H  -1.219  1.277  1.147  0.00
H  -2.961  1.516  0.999  0.00
H  3.455  -0.895  -4.591  0.00
H  2.254  0.392  -5.287  0.04
H  3.123  -0.907  -6.483  0.01
P  -0.078  -1.912  -7.783  -0.02
P  1.459  0.635  -7.487  -0.02
C  -0.939  -0.360  -8.194  -0.10
C  -0.285  0.798  -7.946  0.07
C  -0.433  -2.947  -9.318  0.01
C  -1.497  -2.745  -10.213  0.00
C  -1.797  -3.718  -11.185  0.00
C  -1.010  -4.872  -11.302  0.00
C  0.099  -5.030  -10.467  0.00
C  0.404  -4.069  -9.500  0.00
C  -1.279  -2.524  -6.606  0.04
C  -1.359  -1.733  -5.388  0.07
C  -1.723  -2.517  -4.244  -0.04
C  -2.586  -3.611  -4.412  -0.01
C  -2.913  -4.052  -5.709  0.00
C  -2.196  -3.558  -6.826  0.04
C  2.227  0.812  -9.209  0.02
C  1.974  -0.179  -10.177  0.00
C  2.503  -0.073  -11.468  0.00
C  3.272  1.044  -11.820  0.00
C  3.480  2.064  -10.889  0.00
C  2.936  1.959  -9.601  0.01
C  1.849  2.290  -6.826  0.00
C  3.172  2.513  -6.392  -0.01
C  3.490  3.635  -5.629  0.00
C  2.509  4.606  -5.383  0.00
C  1.236  4.466  -5.944  0.00
C  0.897  3.305  -6.652  -0.01
H  -2.002  -0.409  -8.455  0.00
H  -0.726  1.797  -8.013  0.01
H  -2.116  -1.844  -10.150  0.00
H  -2.649  -3.581  -11.850  0.00
H  -1.254  -5.636  -12.044  0.00
H  0.732  -5.913  -10.560  0.00
H  1.276  -4.188  -8.853  0.00
H  -1.173  -0.616  -5.388  0.00
H  -1.381  -2.279  -3.241  -0.02
H  -3.094  -4.090  -3.549  0.00
H  -3.739  -4.744  -5.868  0.00
H  -2.441  -3.947  -7.827  0.00
H  1.336  -1.030  -9.931  0.00
H  2.311  -0.854  -12.204  0.00
H  3.694  1.126  -12.824  0.00
H  4.055  2.956  -11.158  0.00
H  3.057  2.798  -8.912  0.00
H  3.947  1.779  -6.611  0.00
H  4.500  3.753  -5.227  0.00
H  2.737  5.475  -4.758  0.00
H  0.484  5.255  -5.819  0.00
H  -0.111  3.225  -7.056  0.00
C  1.080  -1.231  -2.114  0.04
O  1.144  -1.971  -3.366  -0.08
H  0.156  -1.462  -1.526  0.00
H  1.124  -0.097  -2.223  0.00
H  1.898  -1.541  -1.417  0.00

Atoms 1-3, force components in eV/Å:
V 2.147 -0.968 1.477
C -0.552 -0.399 -0.011
C -0.344 -0.154 0.457

Properties
HOMO (spin up / spin down): -6.5 / -6.9 eV
Orbital gap (spin up / spin down): 6.2 / 6.5 eV
Energy above the lowest of the compared OMol25 structures with the same formula, charge and spin: 0.0 kJ/mol
Multiplicity: 4
LUMO (spin up / spin down): -0.28 / -0.43 eV

=====

No. 3
Formula: C4H6BrN
Source: the OMol25 dataset
Level of theory: ωB97M-V/def2-TZVPD

Each line ends with the natural charge from an NBO analysis.
Atoms and positions in Å:
C  0.826  -2.052  0.212  0.28
C  -1.438  1.008  0.356  -0.06
C  1.145  -0.790  0.790  -0.74
C  -0.731  1.606  -0.724  -0.84
N  0.515  -3.053  -0.275  -0.33
Br  -2.523  -0.393  -0.072  0.13
H  1.710  -0.172  0.101  0.26
H  1.938  -1.153  1.553  0.26
H  0.300  -0.362  1.313  0.27
H  0.090  2.232  -0.393  0.24
H  -1.389  2.203  -1.322  0.29
H  -0.443  0.926  -1.540  0.24

Atoms 1-3, force components in eV/Å:
C -1.278 -1.637 -1.569
C -0.319 0.201 1.846
C 2.560 -1.118 1.961

Properties
HOMO: -8.7 eV
Orbital gap: 8.0 eV
Energy above the lowest of the compared OMol25 structures with the same formula, charge and spin: 304.4 kJ/mol
LUMO: -0.73 eV

=====

No. 4
Formula: C23H20BrF6NS
Source: the OMol25 dataset
Level of theory: ωB97M-V/def2-TZVPD

Each line ends with the natural charge from an NBO analysis.
Atoms and positions in Å:
C  -3.359  5.108  -3.075  -0.60
C  -2.379  4.245  -2.285  -0.43
C  -2.745  2.756  -2.098  -0.24
Br  -4.628  2.344  -2.402  -0.01
C  -2.265  2.249  -0.753  -0.05
C  -3.104  2.082  0.340  -0.18
C  -2.591  1.610  1.537  -0.20
C  -1.249  1.307  1.688  -0.08
C  -0.729  0.772  3.000  -0.42
C  -0.546  -0.758  2.951  -0.46
C  0.188  -1.237  4.149  0.24
F  -0.380  -0.962  5.348  -0.31
C  1.370  -1.835  4.163  0.66
F  1.931  -2.419  3.107  -0.31
F  2.144  -1.926  5.233  -0.29
C  -0.395  1.477  0.599  0.23
C  -0.910  1.943  -0.611  -0.22
S  0.239  2.133  -1.953  0.29
C  1.220  0.691  -1.658  -0.23
C  1.702  -0.098  -2.687  -0.19
C  2.475  -1.216  -2.399  -0.24
C  2.747  -1.564  -1.081  0.09
C  3.551  -2.806  -0.776  -0.44
C  2.730  -3.819  0.049  -0.46
C  1.838  -4.670  -0.816  0.23
F  1.985  -4.577  -2.162  -0.32
C  0.865  -5.454  -0.381  0.66
F  -0.156  -5.872  -1.118  -0.30
F  0.792  -5.921  0.861  -0.30
C  2.261  -0.760  -0.057  -0.32
C  1.497  0.365  -0.336  0.24
N  0.982  1.187  0.685  -0.62
H  -3.498  4.754  -4.094  0.21
H  -2.963  6.124  -3.130  0.21
H  -4.317  5.176  -2.566  0.21
H  -1.438  4.257  -2.839  0.22
H  -2.195  4.718  -1.322  0.21
H  -2.215  2.178  -2.851  0.24
H  -4.155  2.309  0.249  0.22
H  -3.276  1.469  2.364  0.21
H  0.206  1.274  3.265  0.21
H  -1.452  1.020  3.775  0.23
H  -1.547  -1.194  2.902  0.23
H  -0.021  -1.061  2.045  0.23
H  1.479  0.148  -3.716  0.22
H  2.832  -1.826  -3.218  0.22
H  4.445  -2.556  -0.207  0.22
H  3.824  -3.288  -1.710  0.23
H  2.079  -3.298  0.750  0.23
H  3.387  -4.439  0.664  0.23
H  2.485  -1.009  0.975  0.21
H  1.257  0.866  1.600  0.38

Atoms 1-3, force components in eV/Å:
C 0.149 0.229 0.221
C -0.252 0.179 -0.462
C 0.415 0.102 0.291

Properties
Structure (SMILES): CC[C@H](Br)c1ccc(CCC(F)=C(F)F)c2c1Sc1ccc(CCC(F)=C(F)F)cc1N2
HOMO: -8.1 eV
Orbital gap: 8.5 eV
LUMO: 0.49 eV

=====

No. 5
Formula: C6H16
Source: the OMol25 dataset
Level of theory: ωB97M-V/def2-TZVPD

Each line ends with the natural charge from an NBO analysis.
Atoms and positions in Å:
C  -1.059  2.050  1.806  -0.60
C  -0.386  1.149  0.740  -0.23
C  -1.224  -0.132  0.513  -0.60
C  -0.207  1.851  -0.642  -0.62
H  -2.155  2.115  1.707  0.20
H  -0.681  3.077  1.781  0.21
H  -0.812  1.632  2.772  0.21
H  0.560  0.835  1.177  0.20
H  -1.856  -0.249  1.413  0.20
H  -1.827  -0.037  -0.390  0.20
H  -0.577  -0.991  0.392  0.21
H  -0.596  2.871  -0.681  0.21
H  0.791  1.985  -1.050  0.21
H  -0.708  1.302  -1.473  0.20
C  1.001  -2.130  -1.771  -0.62
C  1.743  -2.451  -0.466  -0.63
H  0.432  -3.031  -2.026  0.20
H  0.278  -1.329  -1.638  0.21
H  1.776  -2.208  -2.546  0.21
H  2.506  -1.702  -0.304  0.21
H  1.121  -2.936  0.276  0.22
H  2.266  -3.371  -0.771  0.20

Atoms 1-3, force components in eV/Å:
C 0.075 0.127 -0.629
C -0.645 0.312 -0.793
C -0.029 0.530 0.878

Properties
Structure (SMILES): CC(C)C.CC
HOMO: -11.2 eV
Orbital gap: 12.3 eV
Energy above the lowest of the compared OMol25 structures with the same formula, charge and spin: 112.5 kJ/mol
LUMO: 1.10 eV

=====

No. 6
Formula: C30H32ClFeN3SSi2
Source: the OMol25 dataset
Level of theory: ωB97M-V/def2-TZVPD

Each line ends with the Mulliken spin population.
Atoms and positions in Å:
C  -0.745  -0.178  0.988  0.11
C  -1.622  0.199  -0.079  0.10
C  -1.649  -0.876  -1.026  0.04
H  -2.219  1.109  -0.132  0.01
C  -0.803  -1.925  -0.528  0.14
C  -0.271  -1.505  0.730  0.05
H  0.318  -2.118  1.407  0.00
H  -0.583  0.369  1.913  -0.01
H  -2.260  -0.931  -1.920  0.01
H  -0.647  -2.891  -0.997  0.01
Fe  0.397  -0.188  -0.979  3.90
Si  0.939  0.137  -6.792  -0.01
C  1.168  1.689  -7.814  0.00
C  2.303  2.065  -8.556  0.00
H  3.236  1.502  -8.456  0.00
C  2.240  3.147  -9.450  0.00
H  3.114  3.421  -10.046  0.00
C  1.051  3.868  -9.613  0.00
H  0.986  4.690  -10.331  0.00
C  -0.075  3.516  -8.861  0.00
H  -1.028  4.039  -8.997  0.00
C  0.008  2.473  -7.937  0.00
H  -0.859  2.243  -7.316  0.00
C  1.289  -1.281  -7.934  0.00
C  0.569  -1.288  -9.141  0.00
H  -0.131  -0.473  -9.366  0.00
C  0.722  -2.337  -10.056  0.00
H  0.176  -2.306  -11.001  0.00
C  1.559  -3.410  -9.743  0.00
H  1.636  -4.250  -10.434  0.00
C  2.281  -3.413  -8.543  0.00
H  2.942  -4.253  -8.312  0.00
C  2.153  -2.348  -7.635  0.00
H  2.717  -2.346  -6.697  0.00
H  -0.535  0.013  -6.657  0.00
Si  0.616  0.316  -3.214  0.20
C  -0.061  -1.333  -3.896  0.01
C  -1.324  -1.362  -4.509  0.05
H  -1.839  -0.426  -4.736  0.00
C  -1.889  -2.574  -4.911  0.00
H  -2.845  -2.570  -5.434  0.00
C  -1.223  -3.776  -4.656  0.02
H  -1.671  -4.726  -4.959  0.00
C  0.020  -3.758  -4.008  -0.01
H  0.535  -4.694  -3.781  0.00
C  0.616  -2.539  -3.659  0.02
H  1.612  -2.523  -3.216  -0.01
C  -0.421  1.801  -3.802  -0.01
C  -1.764  1.863  -3.393  0.01
H  -2.178  1.079  -2.756  0.00
C  -2.597  2.915  -3.786  -0.01
H  -3.635  2.930  -3.449  0.00
C  -2.101  3.931  -4.610  0.01
H  -2.751  4.752  -4.923  0.00
C  -0.768  3.884  -5.022  0.00
H  -0.383  4.656  -5.692  0.00
C  0.076  2.848  -4.599  0.02
H  1.122  2.841  -4.916  0.00
H  1.600  0.042  -5.423  0.01
Cl  2.640  0.835  -3.238  0.05
N  0.927  1.552  -0.142  0.13
N  1.517  1.271  1.165  0.01
C  2.361  0.201  1.170  0.00
N  3.091  0.010  2.276  0.02
S  2.362  -0.873  -0.174  0.13
H  1.585  2.113  -0.703  -0.01
H  0.125  2.173  0.027  -0.01
H  1.839  2.098  1.682  0.00
H  3.698  -0.798  2.351  0.00
H  2.913  0.564  3.108  0.00

Atoms 1-3, force components in eV/Å:
C -1.525 -1.337 0.484
C -0.284 -0.914 0.188
C -0.651 -0.249 0.858

Properties
HOMO (spin up / spin down): -9.4 / -10.6 eV
Orbital gap (spin up / spin down): 6.5 / 6.3 eV
Energy above the lowest of the compared OMol25 structures with the same formula, charge and spin: 76.8 kJ/mol
Net charge: +1
Multiplicity: 6
LUMO (spin up / spin down): -2.90 / -4.27 eV

=====

No. 7
Formula: C19H23FeN4O4
Source: the OMol25 dataset
Level of theory: ωB97M-V/def2-TZVPD

Each line ends with the Mulliken spin population.
Atoms and positions in Å:
Fe  0.127  -0.374  0.517  3.45
C  3.102  0.915  1.253  0.00
O  1.745  1.236  0.988  0.00
H  3.211  0.301  2.145  0.00
H  3.713  1.820  1.337  0.00
H  3.471  0.324  0.415  0.00
H  1.245  1.375  1.807  0.00
C  -2.118  2.961  1.043  0.03
C  -2.360  2.291  2.361  0.02
C  -3.160  2.870  3.329  -0.03
C  -3.398  2.256  4.557  0.06
C  -2.804  1.017  4.793  -0.03
C  -2.000  0.400  3.854  0.04
C  -1.372  -0.939  4.107  0.03
C  -1.733  1.021  2.587  -0.02
N  -0.946  0.431  1.705  0.41
H  -2.673  3.900  0.969  0.00
H  -2.407  2.306  0.214  0.00
H  -1.053  3.168  0.888  0.00
H  -3.614  3.835  3.117  0.00
H  -4.027  2.724  5.304  0.01
H  -2.975  0.511  5.741  0.00
H  -1.624  -1.310  5.104  0.00
H  -0.282  -0.889  4.005  0.00
H  -1.697  -1.669  3.358  0.00
O  -0.589  -2.690  0.541  0.01
C  0.412  -2.956  1.208  -0.03
C  0.691  -4.288  1.881  0.01
C  2.165  -4.157  2.243  0.00
C  2.466  -2.670  2.008  0.01
O  3.535  -2.156  2.291  0.00
N  1.401  -2.053  1.417  0.01
H  0.441  -5.117  1.221  0.00
H  0.046  -4.354  2.759  0.00
H  2.805  -4.728  1.567  0.00
H  2.429  -4.438  3.260  0.00
N  1.992  -0.463  -6.424  0.00
C  2.543  -1.161  -5.389  0.00
O  3.477  -1.921  -5.539  0.00
C  1.957  -0.907  -4.009  -0.01
C  0.887  -0.048  -3.774  -0.02
C  0.421  0.086  -2.478  0.00
N  0.959  -0.578  -1.453  0.07
C  1.996  -1.389  -1.673  -0.01
C  2.526  -1.580  -2.942  0.00
H  2.274  -0.771  -7.341  0.00
H  1.060  -0.098  -6.346  0.00
H  0.406  0.531  -4.550  0.00
H  -0.408  0.743  -2.246  -0.01
H  2.396  -1.888  -0.800  -0.01
H  3.361  -2.246  -3.100  0.00

Atoms 1-3, force components in eV/Å:
Fe 0.043 -0.140 0.756
C 0.051 -0.083 0.112
O 0.147 0.214 -0.252

Properties
HOMO (spin up / spin down): -2.2 / -2.5 eV
Orbital gap (spin up / spin down): 3.9 / 4.1 eV
Energy above the lowest of the compared OMol25 structures with the same formula, charge and spin: 0.0 kJ/mol
Net charge: -1
Multiplicity: 5
LUMO (spin up / spin down): 1.68 / 1.65 eV

=====

No. 8
Formula: BrH2NOS
Source: the OMol25 dataset
Level of theory: ωB97M-V/def2-TZVPD

Each line ends with the natural charge from an NBO analysis.
Atoms and positions in Å:
N  -0.257  1.463  1.972  -0.62
O  1.006  0.281  -0.813  -0.95
S  0.474  0.896  3.052  0.93
Br  -0.736  0.099  4.802  -0.31
H  1.715  0.893  -1.194  0.48
H  0.772  -0.391  -1.487  0.48

Atoms 1-3, force components in eV/Å:
N -0.798 0.682 -1.135
O 1.156 0.703 -0.938
S 1.114 -0.404 0.617

Properties
HOMO: -10.0 eV
Orbital gap: 8.8 eV
Energy above the lowest of the compared OMol25 structures with the same formula, charge and spin: 97.2 kJ/mol
LUMO: -1.16 eV